Record 1
Formula: C39H82N7O7
Source: the Open Molecules 2025 dataset
Level of theory: wB97M-V/def2-TZVPD

Calculated values
2S+1   4
Gap between HOMO and LUMO (alpha / beta)   7.7841 / 9.3599 eV
Energy relative to the best compared isomer or geometry (same formula, charge and spin)   19.5 kcal/mol
Total charge   0
E_LUMO (alpha / beta)   0.476 / 0.475 eV

Element x y z (Å)
C1 -0.34 3.95 -1.44
O1 -0.18 3.13 -0.52
N1 0.48 5.04 -1.55
C2 0.28 5.94 -2.70
C3 1.57 5.34 -0.70
H1 -1.18 3.89 -2.18
H2 -0.73 5.82 -3.08
H3 0.89 5.59 -3.56
H4 0.42 6.99 -2.45
H5 2.46 5.51 -1.33
H6 1.31 6.30 -0.23
H7 1.57 4.60 0.07
C4 -6.00 5.59 -1.98
O2 -5.07 6.17 -1.45
N2 -6.09 4.29 -2.18
C5 -7.12 3.66 -2.97
C6 -4.96 3.41 -1.70
H8 -6.88 6.22 -2.25
H9 -7.69 3.08 -2.24
H10 -6.78 2.97 -3.76
H11 -7.85 4.48 -3.35
H12 -4.61 3.88 -0.80
H13 -5.47 2.45 -1.44
H14 -4.20 3.25 -2.45
C7 1.65 1.91 -2.02
O3 1.09 2.14 -3.08
N3 2.98 2.24 -1.93
C8 3.75 2.19 -0.71
C9 3.68 2.87 -3.03
H15 1.40 1.29 -1.16
H16 4.01 3.26 -0.28
H17 4.70 1.63 -0.86
H18 3.16 1.75 0.02
H19 4.17 3.78 -2.67
H20 4.52 2.28 -3.37
H21 2.94 3.17 -3.72
C10 -3.40 -1.31 1.32
O4 -3.16 -1.66 2.44
N4 -2.79 -0.36 0.56
C11 -3.10 0.16 -0.75
C12 -1.72 0.41 1.21
H22 -4.13 -1.87 0.72
H23 -3.15 1.22 -0.72
H24 -3.97 -0.26 -1.22
H25 -2.19 -0.05 -1.36
H26 -2.13 1.42 1.39
H27 -1.52 -0.04 2.17
H28 -0.92 0.45 0.49
C13 1.63 3.34 5.00
C14 0.54 2.85 4.03
C15 -0.54 1.86 4.71
C16 -1.64 2.57 5.44
C17 -2.33 3.45 4.29
C18 -1.45 4.49 3.67
N5 -0.07 4.08 3.58
O5 0.69 4.93 2.90
C19 -1.93 4.82 2.27
C20 -1.53 5.77 4.45
C21 1.18 2.10 2.89
H29 1.31 4.05 5.75
H30 2.48 3.79 4.48
H31 1.96 2.47 5.51
H32 -0.78 1.22 3.85
H33 0.00 1.22 5.40
H34 -1.18 3.15 6.22
H35 -2.44 1.80 5.68
H36 -3.19 3.98 4.76
H37 -2.69 2.85 3.46
H38 -1.63 4.13 1.47
H39 -3.01 4.85 2.30
H40 -1.52 5.73 1.89
H41 -1.74 5.63 5.53
H42 -0.68 6.42 4.30
H43 -2.44 6.26 4.15
H44 1.78 2.80 2.25
H45 0.52 1.54 2.22
H46 1.95 1.41 3.32
C22 0.08 -2.94 4.79
C23 0.74 -3.75 3.64
C24 -0.52 -4.24 3.02
C25 -0.18 -4.93 1.72
C26 0.42 -3.83 0.84
C27 1.64 -3.08 1.42
N6 1.38 -2.67 2.86
O6 2.15 -1.82 3.39
C28 2.79 -4.02 0.98
C29 1.97 -1.74 0.84
C30 1.76 -4.72 4.19
H47 -0.71 -3.53 5.27
H48 -0.56 -2.16 4.41
H49 0.85 -2.54 5.45
H50 -0.84 -5.04 3.66
H51 -1.35 -3.41 2.83
H52 -1.07 -5.36 1.20
H53 0.54 -5.81 1.71
H54 -0.20 -2.92 0.69
H55 0.78 -4.08 -0.13
H56 3.84 -3.84 1.33
H57 2.48 -5.04 0.99
H58 2.76 -3.74 -0.09
H59 2.13 -1.83 -0.30
H60 1.20 -0.96 1.06
H61 2.89 -1.25 1.36
H62 2.12 -5.42 3.43
H63 1.26 -5.49 4.91
H64 2.68 -4.31 4.56
C31 -0.63 -3.39 -3.51
C32 0.31 -4.51 -3.89
C33 0.13 -4.82 -5.37
C34 1.20 -5.67 -5.89
C35 2.53 -5.04 -5.67
C36 2.99 -4.53 -4.27
N7 1.80 -4.04 -3.55
O7 1.95 -3.57 -2.45
C37 3.47 -5.69 -3.33
C38 4.05 -3.48 -4.36
C39 0.08 -5.76 -3.04
H65 -0.62 -2.43 -4.17
H66 -0.70 -3.14 -2.41
H67 -1.48 -4.01 -3.85
H68 -0.90 -5.29 -5.34
H69 0.06 -3.84 -5.85
H70 1.07 -6.18 -6.92
H71 1.11 -6.45 -5.13
H72 2.62 -4.04 -6.26
H73 3.36 -5.70 -6.12
H74 3.35 -5.37 -2.20
H75 3.08 -6.73 -3.53
H76 4.54 -5.74 -3.59
H77 3.67 -2.55 -4.95
H78 4.75 -3.16 -3.52
H79 4.64 -3.86 -5.21
H80 0.64 -6.73 -3.24
H81 -1.00 -5.92 -3.41
H82 -0.04 -5.63 -1.94

Löwdin atomic charge list, values in e, 6 entries: -0.30, -0.06, -0.19, -0.05, -0.05, 0.15


Record 2
Formula: C19H48InN2O9P2S
Source: the Open Molecules 2025 dataset
Level of theory: wB97M-V/def2-TZVPD

Calculated values
Gap between HOMO and LUMO   5.6802 eV
Total charge   -1
E_LUMO   1.888 eV

Element x y z (Å)
C1 -2.63 4.92 4.56
C2 -1.35 4.29 5.17
C3 -0.22 4.09 4.16
C4 0.52 2.78 4.36
O1 -0.36 1.68 4.27
In1 -0.20 0.37 5.88
C5 -0.44 1.47 7.81
O2 0.75 1.38 8.64
C6 0.80 0.35 9.49
C7 2.21 -0.03 9.85
O3 -0.17 -0.22 9.94
P1 2.16 -0.62 5.67
S1 2.35 -2.43 6.45
P2 -1.88 -1.47 5.38
O4 -3.20 -1.28 6.37
O5 -1.26 -2.95 5.86
H1 -3.00 5.70 5.22
H2 -2.43 5.33 3.57
H3 -3.41 4.17 4.52
H4 -0.99 4.93 5.98
H5 -1.63 3.33 5.59
H6 -0.63 4.09 3.15
H7 0.52 4.89 4.26
H8 1.27 2.67 3.57
H9 1.03 2.80 5.33
H10 -0.56 2.52 7.56
H11 -1.34 1.16 8.34
H12 2.32 -0.11 10.92
H13 2.45 -0.96 9.35
H14 2.91 0.73 9.50
H15 3.09 0.31 6.20
H16 2.55 -0.67 4.31
H17 -3.93 -1.18 5.77
H18 -0.39 -3.02 5.46
C8 1.24 -0.06 -3.15
O6 0.09 0.49 -2.54
C9 -0.93 -0.47 -2.26
C10 -1.05 -0.74 -0.77
N1 0.10 -1.48 -0.27
C11 0.17 -1.57 1.19
C12 0.27 -0.28 2.00
O7 1.50 0.40 1.86
C13 1.59 1.26 0.75
H19 1.85 0.77 -3.52
H20 1.85 -0.63 -2.44
H21 0.97 -0.69 -4.00
H22 -0.75 -1.39 -2.81
H23 -1.87 -0.04 -2.61
H24 -1.96 -1.33 -0.60
H25 -1.19 0.23 -0.27
H26 0.94 -1.04 -0.60
H27 1.04 -2.18 1.43
H28 -0.71 -2.12 1.54
H29 0.21 -0.56 3.06
H30 -0.57 0.40 1.84
H31 0.63 1.72 0.52
H32 1.97 0.74 -0.14
H33 2.31 2.05 1.00
C14 -0.15 0.12 -10.54
O8 -1.02 -0.96 -10.26
C15 -0.49 -2.25 -10.52
C16 -0.19 -3.00 -9.24
N2 0.94 -2.42 -8.53
C17 1.14 -2.94 -7.18
C18 0.03 -2.74 -6.15
O9 -0.17 -1.40 -5.74
C19 -0.98 -0.62 -6.60
H34 -0.74 1.03 -10.50
H35 0.66 0.20 -9.82
H36 0.28 0.02 -11.55
H37 0.40 -2.18 -11.15
H38 -1.25 -2.80 -11.08
H39 0.04 -4.04 -9.50
H40 -1.11 -3.00 -8.64
H41 0.82 -1.42 -8.48
H42 2.04 -2.46 -6.78
H43 1.36 -4.01 -7.25
H44 0.34 -3.28 -5.24
H45 -0.92 -3.19 -6.46
H46 -1.76 -1.21 -7.07
H47 -0.39 -0.11 -7.36
H48 -1.45 0.15 -5.98

Löwdin atomic charge list, values in e, 6 entries: -0.10, -0.25, -0.20, -0.37, -0.39, 0.51


Record 3
Formula: C5H8O2
Source: the Open Molecules 2025 dataset
Level of theory: wB97M-V/def2-TZVPD

Calculated values
Structure (SMILES)   C=CO[C@H](O)C=C
Gap between HOMO and LUMO   10.1606 eV
Energy relative to the best compared isomer or geometry (same formula, charge and spin)   44.8 kcal/mol
Total charge   0
E_LUMO   0.950 eV

Element x y z (Å)
C1 0.57 -0.39 -0.16
C2 1.72 0.16 0.63
C3 -1.74 0.03 -0.32
C4 2.62 0.99 0.14
C5 -2.95 0.20 0.19
O1 -0.62 0.05 0.45
O2 0.67 -1.78 -0.16
H1 -0.14 -2.17 -0.52
H2 0.60 -0.01 -1.20
H3 1.75 -0.19 1.65
H4 -1.58 -0.10 -1.38
H5 2.59 1.33 -0.88
H6 3.43 1.36 0.75
H7 -3.10 0.33 1.25
H8 -3.82 0.21 -0.44

Löwdin atomic charge list, values in e, 6 entries: -0.44, -0.09, -0.23, 0.03, 0.03, -0.04


Record 4
Formula: C2H12O4Si4
Source: the Open Molecules 2025 dataset
Level of theory: wB97M-V/def2-TZVPD

Calculated values
Gap between HOMO and LUMO   8.5400 eV
Total charge   0
E_LUMO   0.491 eV

Element x y z (Å)
C1 4.94 -0.85 -0.20
C2 2.27 1.19 -0.78
O1 -2.58 -1.60 0.39
O2 -3.87 0.72 0.36
O3 -1.44 0.87 0.21
O4 1.97 -1.00 0.59
Si1 -4.10 -0.89 0.41
Si2 -1.21 -0.73 0.27
Si3 -2.74 1.78 0.10
Si4 3.31 -0.20 -0.06
H1 5.81 -0.43 -0.53
H2 -2.69 2.89 1.21
H3 5.11 -1.68 0.46
H4 2.55 2.10 -0.37
H5 2.59 1.18 -1.80
H6 1.18 1.07 -0.75
H7 2.03 -1.87 0.96
H8 -4.50 -1.10 -1.04
H9 -4.94 -1.23 1.49
H10 -0.33 -0.93 1.31
H11 -0.63 -1.38 -0.90
H12 -2.73 2.10 -1.32

Löwdin atomic charge list, values in e, 6 entries: -0.20, -0.16, -0.37, -0.38, -0.35, -0.25